The following is a quantum chemistry calculation of a cluster of 5 separate species, C15H34N6O6PS in total at a distorted geometry, from the OMol25 dataset.

Each line ends with the Mulliken charge.
Positions of all 63 atoms, in Å:
S 4.54670 0.45846 -2.52292  -0.367
P 3.55142 1.57268 -1.34144  0.804
O 3.45413 3.08181 -1.73999  -0.348
O 1.99467 -3.10450 -0.40731  -0.683
O 4.14175 1.55455 0.12540  -0.485
O -2.38095 -0.44523 0.64348  -0.638
O -2.38561 -6.06773 2.43025  -0.641
O 2.25422 4.45014 -3.68889  -0.734
N -1.82520 -4.57894 0.85631  -0.004
N 1.42898 -4.03093 1.55654  -0.239
N 0.21310 -0.33702 -1.31055  0.213
N 1.89755 1.01431 -1.22521  0.130
N -2.94110 -1.43242 2.57389  0.078
N 2.32441 6.61884 -3.13494  -0.133
C -2.70740 1.00118 2.53375  -1.555
C 1.11665 -4.05874 2.98083  -0.752
C -0.27200 0.86371 -0.84165  -0.357
C 1.50135 -0.21764 -1.53771  -0.627
C -2.74883 -5.28162 1.57572  0.886
C -4.20820 -5.03516 1.26768  -1.287
C 1.79720 -1.60913 1.45619  -0.658
C -2.66201 -0.33726 1.83915  0.972
C 1.56982 6.00003 -5.37720  -1.373
C -2.03694 -3.59040 -0.18451  -0.628
C -3.29462 -1.50851 3.98422  -1.018
C 2.07228 5.62434 -4.00842  0.748
C 1.75040 -2.96542 0.78625  0.765
C 0.76295 1.71896 -0.79602  -0.604
C 2.17240 8.05132 -3.33607  -0.865
H -2.89091 -2.29633 2.05460  -0.005
H -1.29488 1.01718 -0.56843  0.629
H 0.73840 2.74125 -0.48147  0.563
H 1.83160 -4.69688 3.49901  0.312
H -2.56535 -2.12334 4.51168  0.319
H 1.46898 8.45170 -2.60584  0.292
H -2.46355 1.78054 1.81815  0.323
H 2.29710 6.62770 -5.89157  0.374
H -4.47490 -3.99097 1.44313  0.358
H -1.98435 1.03457 3.34907  0.396
H 2.53779 -1.59773 2.25567  0.542
H 3.13460 8.54439 -3.19861  0.296
H -3.70432 1.19328 2.92898  0.414
H 1.80598 8.26961 -4.33187  0.343
H 0.62130 6.53181 -5.30296  0.378
H 3.47606 1.58535 0.82680  0.362
H -4.27675 -1.96844 4.09067  0.309
H 2.84141 3.18136 -2.50836  0.495
H -3.09193 -3.42212 -0.37130  0.326
H -0.33736 -1.17099 -1.44477  0.242
H -4.42959 -5.29066 0.23130  0.383
H 2.14182 -0.99157 -1.92036  0.440
H -3.31778 -0.52404 4.43639  0.392
H 2.07850 -0.86726 0.71544  -0.316
H -1.56167 -3.92417 -1.11026  0.422
H 1.41896 5.09492 -5.95636  0.302
H 1.42622 -4.90521 1.05178  0.314
H -1.58340 -2.65070 0.13238  -0.106
H -4.81003 -5.66120 1.91802  0.299
H -0.87477 -4.79874 1.10494  0.012
H 0.11615 -4.46625 3.13684  0.225
H 0.81632 -1.35192 1.86159  0.269
H 1.16033 -3.06391 3.40968  0.296
H 2.66284 6.29912 -2.24085  0.202

Cartesian forces (eV/Å) of the 3 atoms listed first:
-0.42 0.03 0.21
2.38 -0.91 -1.44
-1.22 -0.47 0.63

Gap between HOMO and LUMO in eV: 9.45
Charge: +1
Energy in hartree: -2111.434247
E_LUMO in eV: -2.4
F_max in eV/A: 2.93